# 1
A molecular structure, C5H14N2O. Source: OMol25; level of theory: the ωB97M-V functional and the def2-TZVPD basis.

```
! wB97M-V def2-TZVPD RIJCOSX def2/J DEFGRID3
* xyz 0 1
C 1.536 -1.324 1.111
C 1.151 -1.132 -1.290
C -0.269 1.206 1.659
N 0.621 -0.846 0.060
C -0.142 0.829 0.206
N 0.331 1.603 -0.703
H 0.496 2.539 -0.340
H 1.770 -2.378 0.960
H 2.450 -0.729 1.092
H 1.059 -1.222 2.085
H 2.065 -0.559 -1.440
H 1.323 -2.204 -1.398
H 0.417 -0.813 -2.027
H 0.723 1.346 2.100
H -0.828 0.457 2.221
H -0.806 2.152 1.727
C -2.331 0.481 -1.260
O -1.708 0.142 -0.056
H -0.312 -1.287 0.106
H -1.895 1.390 -1.712
H -3.402 0.678 -1.100
H -2.247 -0.329 -2.002
*
```

Summary:
LUMO energy in eV: 0.7
Energy relative to the best compared isomer or geometry (same formula, charge and spin) in eV: 3.972
HOMO energy in eV: -8.2
Energy in a.u.: -383.55475
HOMO-LUMO gap in eV: 8.943

Mulliken population analysis, charges in e, atoms 1 to 4: atom 1 (C): -0.94, atom 2 (C): -0.97, atom 3 (C): -1.65, atom 4 (N): -0.08



# 2
A single C22H16F4OS molecule. Source: OMol25; level of theory: the ωB97M-V functional and the def2-TZVPD basis.

```
! wB97M-V def2-TZVPD RIJCOSX def2/J DEFGRID3
* xyz 0 1
C -6.436 6.084 3.610
O -5.214 6.312 4.362
C -4.333 5.263 4.395
C -2.967 5.575 4.619
C -1.998 4.588 4.485
C -2.342 3.254 4.136
S -1.258 1.883 4.175
C -0.192 1.349 2.698
C -0.439 -0.097 2.326
C -1.659 -0.643 2.183
C -1.931 -2.004 1.741
C -3.262 -2.379 1.423
C -3.505 -3.653 0.931
F -4.800 -3.990 0.610
C -2.508 -4.616 0.777
C -1.209 -4.228 1.094
F -0.197 -5.151 0.954
C -0.896 -2.962 1.590
C 1.273 1.723 2.947
C 2.336 0.813 2.934
C 3.654 1.289 2.988
F 4.692 0.393 2.864
C 3.970 2.635 3.162
C 2.867 3.472 3.380
F 3.115 4.772 3.735
C 1.542 3.048 3.283
C -3.714 2.956 3.957
C -4.703 3.922 4.088
H -6.800 7.083 3.367
H -6.259 5.492 2.698
H -7.159 5.532 4.232
H -2.695 6.615 4.823
H -0.952 4.802 4.663
H -0.549 2.030 1.898
H 0.444 -0.708 2.127
H -2.543 -0.010 2.333
H -4.064 -1.653 1.554
H -2.730 -5.614 0.408
H 0.131 -2.706 1.845
H 2.174 -0.260 2.859
H 4.987 2.994 3.185
H 0.734 3.759 3.444
H -3.973 1.925 3.728
H -5.753 3.660 3.877
*
```

Summary:
LUMO energy in eV: -0.2
Energy relative to the best compared isomer or geometry (same formula, charge and spin) in eV: 0.000
Structure (SMILES): COc1ccc(S[C@H](/C=C/c2cc(F)cc(F)c2)c2cc(F)cc(F)c2)cc1
HOMO energy in eV: -8.5
Energy in a.u.: -1720.76876
HOMO-LUMO gap in eV: 8.298

Mulliken population analysis, charges in e, atoms 1 to 4: atom 1 (C): -0.83, atom 2 (O): -0.43, atom 3 (C): 0.55, atom 4 (C): -0.75



# 3
A single C8H9N2O2P molecule. Source: OMol25; level of theory: the ωB97M-V functional and the def2-TZVPD basis.

```
! wB97M-V def2-TZVPD RIJCOSX def2/J DEFGRID3
* xyz 0 1
N -2.075 1.094 0.766
C -2.128 0.020 -0.059
O -3.056 -0.792 -0.088
P -0.720 0.086 -1.603
C -0.711 -1.761 -1.772
N -1.900 -2.391 -1.726
O 0.326 -2.297 -2.003
C 0.635 0.310 -0.426
C 0.656 -0.265 0.793
C 1.540 0.136 1.792
C 2.478 1.055 1.498
C 2.564 1.675 0.233
C 1.566 1.285 -0.732
H -2.616 1.283 1.701
H -1.365 1.763 0.690
H -2.040 -3.363 -2.027
H -2.875 -1.934 -1.559
H -0.067 -0.939 1.100
H 1.694 -0.398 2.775
H 3.262 1.324 2.280
H 3.209 2.469 0.112
H 1.625 1.641 -1.746
*
```

Summary:
LUMO energy in eV: 0.5
Energy relative to the best compared isomer or geometry (same formula, charge and spin) in eV: 0.000
Structure (SMILES): NC(=O)P(C(N)=O)c1ccccc1
HOMO energy in eV: -9.1
Energy in a.u.: -911.57353
HOMO-LUMO gap in eV: 9.678

Mulliken population analysis, charges in e, atoms 1 to 4: atom 1 (N): -0.37, atom 2 (C): 0.45, atom 3 (O): -0.64, atom 4 (P): -0.13



# 4
A molecular structure, C19H14GaN4O5. Source: OMol25; level of theory: the ωB97M-V functional and the def2-TZVPD basis.

```
! wB97M-V def2-TZVPD RIJCOSX def2/J DEFGRID3
* xyz 1 1
Ga 0.046 0.380 -0.919
O 1.173 3.994 -0.021
C 1.024 2.887 -0.491
N -0.171 2.257 -0.718
C -1.179 2.583 0.281
C -0.992 1.627 1.448
C -1.380 1.913 2.746
C -1.164 0.977 3.742
C -0.565 -0.236 3.421
C -0.206 -0.460 2.111
N -0.411 0.452 1.152
C 2.249 2.032 -0.737
C 3.507 2.580 -0.888
C 4.590 1.725 -1.003
C 4.383 0.351 -0.953
C 3.098 -0.124 -0.801
N 2.057 0.707 -0.684
H -2.180 2.449 -0.128
H -1.070 3.614 0.614
H -1.836 2.870 2.965
H -1.449 1.192 4.763
H -0.373 -0.988 4.173
H 0.263 -1.388 1.806
H 3.605 3.656 -0.906
H 5.588 2.121 -1.132
H 5.205 -0.344 -1.039
H 2.885 -1.185 -0.787
O -3.610 -1.557 1.406
C -2.957 -0.957 0.413
O -3.058 0.205 0.125
C -2.122 -1.913 -0.384
C -2.482 -3.238 -0.503
C -1.837 -4.036 -1.444
C -0.885 -3.465 -2.263
C -0.562 -2.131 -2.066
N -1.132 -1.379 -1.123
C 0.421 -1.404 -2.971
O 0.988 -2.010 -3.841
O 0.519 -0.140 -2.685
H -4.208 -0.914 1.820
H -3.283 -3.624 0.110
H -2.110 -5.077 -1.553
H -0.380 -4.001 -3.055
*
```

Summary:
LUMO energy in eV: -4.0
HOMO energy in eV: -12.6
Energy in a.u.: -3252.39870
HOMO-LUMO gap in eV: 8.674

Mulliken population analysis, charges in e, atoms 1 to 4: atom 1 (Ga): 0.74, atom 2 (O): -0.65, atom 3 (C): 0.39, atom 4 (N): -0.01



# 5
8 unconnected molecules or ions with the total composition C37H85N9O9P. Source: OMol25; level of theory: the ωB97M-V functional and the def2-TZVPD basis.

```
! wB97M-V def2-TZVPD RIJCOSX def2/J DEFGRID3
* xyz 1 1
C 2.353 -2.225 0.391
C 1.915 -3.080 -0.851
C 0.662 -2.527 -1.621
C 0.926 -2.677 -3.166
C 0.938 -1.330 -3.972
C 1.548 -0.116 -3.204
C 1.950 1.086 -4.146
C 0.873 2.229 -4.244
C 1.130 3.461 -3.299
C 0.520 3.351 -1.863
P 1.620 2.245 -0.741
O 3.159 2.046 -1.396
O 1.851 3.056 0.723
N 0.441 4.717 -1.207
C -0.489 5.658 -1.892
C -1.909 5.068 -2.152
C -1.835 3.614 -2.765
C -0.912 2.756 -1.790
N -1.534 2.836 -0.461
C -2.489 1.713 -0.360
C -1.754 0.361 -0.011
H 2.724 -2.935 1.165
H 3.232 -1.598 0.129
H 1.536 -1.646 0.859
H 1.679 -4.103 -0.485
H 2.803 -3.195 -1.505
H 0.336 -1.521 -1.308
H -0.175 -3.207 -1.371
H 1.851 -3.234 -3.402
H 0.090 -3.282 -3.585
H -0.050 -1.048 -4.394
H 1.594 -1.501 -4.861
H 2.422 -0.365 -2.574
H 0.745 0.278 -2.535
H 2.955 1.487 -3.901
H 2.041 0.658 -5.171
H 0.955 2.622 -5.282
H -0.137 1.788 -4.166
H 2.237 3.580 -3.243
H 0.779 4.359 -3.852
H 3.814 2.639 -1.003
H 2.677 3.578 0.730
H 1.383 5.117 -1.263
H 0.185 4.678 -0.217
H -0.101 6.023 -2.863
H -0.616 6.570 -1.271
H -2.507 5.085 -1.221
H -2.456 5.723 -2.861
H -1.469 3.604 -3.807
H -2.854 3.179 -2.761
H -0.892 1.719 -2.191
H -0.861 2.705 0.294
H -2.980 1.538 -1.341
H -3.290 1.865 0.386
H -2.536 -0.317 0.384
H -0.965 0.493 0.752
H -1.392 -0.061 -0.963
C -2.997 -3.026 -0.168
O -2.421 -2.519 -1.116
N -3.900 -4.023 -0.249
C -4.544 -4.574 0.929
C -4.232 -4.557 -1.556
H -2.815 -2.695 0.868
H -4.314 -5.636 0.999
H -5.627 -4.440 0.840
H -4.197 -4.078 1.824
H -3.326 -4.948 -2.025
H -4.629 -3.755 -2.182
H -4.969 -5.352 -1.466
C -3.420 -5.059 4.253
O -2.990 -5.281 3.137
N -2.780 -5.359 5.403
C -3.354 -5.065 6.702
C -1.477 -5.996 5.334
H -4.400 -4.579 4.415
H -2.689 -4.392 7.248
H -3.471 -5.993 7.265
H -4.329 -4.591 6.595
H -0.787 -5.353 4.784
H -1.563 -6.944 4.801
H -1.090 -6.173 6.335
C 4.615 5.563 1.133
O 4.541 4.604 1.884
N 4.056 6.767 1.367
C 4.184 7.871 0.434
C 3.303 6.962 2.596
H 5.162 5.516 0.176
H 4.676 8.709 0.929
H 3.190 8.181 0.103
H 4.772 7.576 -0.435
H 3.958 6.776 3.449
H 2.477 6.249 2.629
H 2.911 7.975 2.651
C 0.223 9.113 4.427
O 0.704 8.844 3.339
N 0.814 8.882 5.622
C 0.173 9.233 6.876
C 2.128 8.265 5.651
H -0.768 9.583 4.522
H 0.801 9.944 7.417
H 0.043 8.333 7.480
H -0.802 9.684 6.697
H 2.831 8.894 5.101
H 2.076 7.289 5.164
H 2.469 8.145 6.677
C -2.124 -5.910 -5.362
O -1.957 -5.952 -4.158
N -3.322 -5.989 -5.989
C -3.438 -5.933 -7.433
C -4.524 -6.135 -5.190
H -1.280 -5.802 -6.061
H -4.061 -5.081 -7.713
H -3.901 -6.853 -7.795
H -2.458 -5.823 -7.894
H -4.610 -5.283 -4.512
H -4.449 -7.047 -4.594
H -5.402 -6.186 -5.829
C 3.652 -7.359 -1.654
O 4.376 -7.939 -0.874
N 2.359 -7.678 -1.898
C 1.550 -6.937 -2.847
C 1.767 -8.795 -1.186
H 4.003 -6.497 -2.245
H 0.689 -6.512 -2.327
H 1.205 -7.614 -3.631
H 2.126 -6.131 -3.300
H 1.816 -8.609 -0.112
H 2.330 -9.705 -1.405
H 0.730 -8.926 -1.487
C 1.161 1.279 5.945
O 1.282 2.218 6.702
N 1.238 1.359 4.594
C 1.083 0.195 3.744
C 1.484 2.652 3.984
H 0.972 0.256 6.309
H 1.991 0.053 3.153
H 0.235 0.349 3.070
H 0.904 -0.698 4.341
H 2.434 3.047 4.349
H 0.686 3.342 4.268
H 1.519 2.558 2.902
*
```

Summary:
LUMO energy in eV: -2.7
HOMO energy in eV: -10.1
Energy in a.u.: -2971.87804
HOMO-LUMO gap in eV: 7.341

Mulliken population analysis, charges in e, atoms 1 to 4: atom 1 (C): -1.02, atom 2 (C): -0.71, atom 3 (C): 1.30, atom 4 (C): -0.55



# 6
A single C2BrF6N molecule. Source: OMol25; level of theory: the ωB97M-V functional and the def2-TZVPD basis.

```
! wB97M-V def2-TZVPD RIJCOSX def2/J DEFGRID3
* xyz 0 1
C 0.519 -0.979 -1.567
C -0.486 1.146 1.704
N -0.744 -0.836 -0.980
F 0.342 -0.606 -2.882
F 1.400 -0.016 -1.091
F 1.023 -2.212 -1.482
F -0.553 0.908 2.984
F -1.507 1.799 1.253
F 0.683 1.633 1.269
Br -0.676 -0.837 0.791
*
```

Summary:
LUMO energy in eV: -0.9
Energy relative to the best compared isomer or geometry (same formula, charge and spin) in eV: 2.989
HOMO energy in eV: -9.8
Energy in a.u.: -3304.05791
HOMO-LUMO gap in eV: 8.926

Mulliken population analysis, charges in e, atoms 1 to 4: atom 1 (C): 0.86, atom 2 (C): 0.66, atom 3 (N): -0.51, atom 4 (F): -0.25



# 7
A molecular structure, C54H55AsGaGe2O6S5. Source: OMol25; level of theory: the ωB97M-V functional and the def2-TZVPD basis.

```
! wB97M-V def2-TZVPD RIJCOSX def2/J DEFGRID3
* xyz -1 1
Ga -0.317 -0.225 0.405
O 1.798 2.505 2.472
As 2.427 0.926 1.977
O 2.859 1.365 0.222
O 1.017 0.018 1.668
C 2.797 2.586 -0.326
C 3.990 3.286 -0.523
C 4.001 4.543 -1.095
C 2.811 5.139 -1.497
C 1.623 4.452 -1.330
C 1.605 3.186 -0.754
S 0.029 2.397 -0.605
O -0.879 3.166 -1.405
O 0.226 0.980 -1.092
O -0.312 2.281 0.824
H 0.927 2.637 2.055
H 4.906 2.805 -0.202
H 4.942 5.063 -1.226
H 2.809 6.125 -1.943
H 0.686 4.880 -1.656
C -6.979 -5.980 3.950
C -6.697 -4.892 2.950
C -6.447 -3.588 3.361
C -6.298 -2.552 2.447
C -6.028 -1.150 2.919
C -6.391 -2.835 1.081
C -6.547 -4.152 0.645
C -6.494 -4.513 -0.815
C -6.712 -5.158 1.589
C -6.494 -1.707 0.102
C -7.792 -1.230 -0.083
C -8.063 -0.215 -0.981
C -7.027 0.306 -1.737
C -5.727 -0.160 -1.579
C -5.434 -1.148 -0.618
Ge -3.552 -1.636 -0.289
S -2.559 0.135 0.521
S -2.486 -2.577 -2.010
Ge -1.472 -3.621 -0.310
S 0.242 -2.460 0.382
S -3.223 -3.387 1.074
C -0.832 -5.469 -0.519
C -0.796 -6.337 0.577
C -0.238 -7.607 0.442
C 0.306 -8.017 -0.761
C 0.283 -7.158 -1.848
C -0.285 -5.894 -1.741
C -0.337 -5.026 -2.956
C -1.472 -5.029 -3.766
C -2.681 -5.874 -3.463
C -1.511 -4.188 -4.876
C -0.465 -3.335 -5.180
C -0.558 -2.360 -6.320
C 0.671 -3.371 -4.377
C 0.762 -4.214 -3.282
C 2.027 -4.271 -2.470
C -1.327 -5.942 1.917
C -0.502 -5.339 2.863
C 0.958 -5.067 2.615
C -1.050 -4.978 4.095
C -2.373 -5.225 4.405
C -2.964 -4.798 5.720
C -3.166 -5.872 3.461
C -2.668 -6.228 2.222
C -3.561 -6.865 1.193
C -4.706 0.352 -2.544
C -4.414 -0.389 -3.691
C -5.141 -1.662 -4.051
C -3.443 0.088 -4.571
C -2.795 1.290 -4.354
C -1.710 1.785 -5.270
C -3.171 2.054 -3.252
C -4.117 1.610 -2.347
C -4.507 2.483 -1.187
H -6.734 -5.658 4.963
H -6.408 -6.886 3.738
H -8.036 -6.257 3.936
H -6.390 -3.366 4.422
H -5.920 -1.122 4.003
H -6.831 -0.466 2.634
H -5.107 -0.756 2.482
H -6.572 -3.641 -1.461
H -7.288 -5.213 -1.080
H -5.535 -4.991 -1.035
H -6.866 -6.177 1.245
H -8.592 -1.679 0.495
H -9.075 0.148 -1.109
H -7.216 1.067 -2.485
H -0.228 -8.263 1.305
H 0.749 -9.001 -0.852
H 0.700 -7.465 -2.800
H -2.578 -6.433 -2.535
H -2.863 -6.589 -4.268
H -3.565 -5.238 -3.373
H -2.410 -4.168 -5.486
H -1.485 -2.493 -6.878
H 0.277 -2.473 -7.014
H -0.536 -1.337 -5.943
H 1.504 -2.713 -4.601
H 2.701 -3.464 -2.753
H 2.543 -5.222 -2.628
H 1.824 -4.176 -1.404
H 1.310 -5.517 1.688
H 1.557 -5.463 3.437
H 1.142 -3.995 2.542
H -0.415 -4.482 4.821
H -2.230 -4.276 6.333
H -3.333 -5.655 6.289
H -3.808 -4.124 5.561
H -4.206 -6.070 3.687
H -4.557 -7.039 1.602
H -3.155 -7.813 0.837
H -3.668 -6.209 0.325
H -5.943 -1.897 -3.353
H -4.460 -2.514 -4.074
H -5.581 -1.563 -5.046
H -3.188 -0.511 -5.441
H -1.444 1.031 -6.011
H -0.815 2.037 -4.698
H -2.021 2.686 -5.805
H -2.683 3.001 -3.074
H -3.801 3.305 -1.083
H -4.512 1.927 -0.251
H -5.509 2.900 -1.326
*
```

Summary:
LUMO energy in eV: 2.4
Energy relative to the best compared isomer or geometry (same formula, charge and spin) in eV: 0.000
HOMO energy in eV: -5.9
Energy in a.u.: -12848.03923
HOMO-LUMO gap in eV: 8.236

Mulliken population analysis, charges in e, atoms 1 to 4: atom 1 (Ga): 1.73, atom 2 (O): -0.62, atom 3 (As): -0.09, atom 4 (O): -0.46



Q: Look up the energy of the fifth one.
A: -2971.87804 a.u.